# 1
Molecular formula: C18H29Al2BBr2F14MgN4O10PS2
Method: DFT, wB97M-V/def2-TZVPD

Geometry as XYZ:
```
84
Properties=species:S:1:pos:R:3:forces:R:3:lowdin_charge:R:1
C 4.306 -1.684 -1.845 -0.7 -0.3 -0.4 -0.301
P 3.239 -1.025 -3.207 0.3 2.0 1.1 0.932
C 4.072 -0.858 -4.820 -1.5 0.0 0.1 -0.366
C 1.687 -1.977 -3.401 0.5 -3.0 -0.7 -0.266
C 1.561 -3.373 -3.562 -0.7 1.5 0.2 0.055
C 0.246 -3.891 -3.689 0.4 -2.2 -0.1 -0.065
N -0.895 -3.243 -3.724 1.4 0.5 0.0 0.152
N -0.677 -1.942 -3.615 -1.0 0.5 0.1 0.088
C 0.467 -1.310 -3.446 0.0 1.6 -0.1 -0.080
B 0.570 0.304 -3.299 0.1 0.1 -0.4 -0.563
N 0.085 0.965 -2.043 0.1 -0.2 0.8 0.095
O 1.127 0.960 -4.342 1.1 -2.4 3.2 0.078
H 4.710 -2.687 -2.032 0.1 0.3 0.3 0.056
H 3.704 -1.643 -0.924 0.3 -0.3 -0.3 0.043
H 5.098 -0.924 -1.699 -1.0 -1.1 -0.4 -0.121
H 5.096 -0.502 -4.653 -0.3 -0.2 -0.1 0.047
H 4.009 -1.765 -5.438 0.4 0.3 0.1 0.049
H 3.436 0.034 -5.389 1.7 -2.8 2.0 -0.246
H 2.412 -4.052 -3.584 -0.2 0.2 0.0 0.135
H 0.149 -4.979 -3.777 -0.1 0.4 0.0 0.137
H -1.523 -1.376 -3.676 0.0 -0.3 -0.1 0.195
H 0.739 0.636 -1.315 0.1 -0.1 -0.4 -0.002
H -0.845 0.625 -1.782 0.0 -0.3 -0.6 -0.017
H 2.035 1.181 -4.051 -0.2 0.5 -0.5 0.096
F 7.943 -0.729 -0.049 -1.0 1.1 -1.7 -0.297
Al 6.906 -0.564 1.429 -1.6 0.1 3.6 -0.145
F 7.456 -1.505 2.698 0.1 0.2 -1.3 -0.121
F 5.338 -1.063 0.951 1.0 0.2 -0.4 -0.183
F 6.876 1.074 1.835 0.2 -0.7 -0.9 -0.156
Mg -0.688 1.265 0.361 -0.2 0.5 0.4 1.080
C -0.085 3.356 -5.982 -0.1 1.2 1.0 -0.617
F 0.525 2.199 -5.754 -1.2 1.7 -2.5 -0.029
F 0.676 4.306 -5.477 0.0 0.1 -0.2 0.177
F -0.047 3.561 -7.401 -0.7 0.2 0.9 -0.065
S -1.787 3.348 -5.294 -0.6 0.0 -0.3 0.529
O -1.569 3.141 -3.887 0.4 -0.1 0.2 -0.289
O -2.421 2.261 -5.982 0.2 -0.2 -0.2 -0.274
N -2.166 4.785 -5.742 -0.2 -0.6 0.4 -0.284
S -3.654 5.252 -5.340 -1.3 0.9 0.1 0.589
O -3.873 5.462 -3.942 0.7 -0.1 0.3 -0.269
O -4.712 4.600 -6.041 0.3 -0.4 -0.5 -0.259
C -3.563 6.931 -6.067 0.6 1.1 -0.7 -0.681
F -3.322 6.883 -7.385 -0.1 -0.3 0.2 0.128
F -2.574 7.651 -5.517 -0.1 -0.3 0.2 0.127
F -4.696 7.600 -5.887 -0.1 -0.4 0.2 0.154
C -6.110 0.224 5.676 0.6 -0.4 0.2 -0.067
C -5.261 0.950 4.662 -0.9 0.6 0.3 -0.170
O -3.937 0.372 4.575 0.5 -0.2 -0.2 0.051
C -3.850 -0.765 3.914 -0.9 0.6 0.2 -0.402
O -4.759 -1.342 3.385 0.4 -0.3 -0.2 0.165
C -2.394 -1.239 3.876 0.8 -0.8 0.5 -0.530
F -1.820 -1.217 5.076 -0.2 0.2 -0.1 0.188
F -1.646 -0.442 3.065 -0.1 0.2 -0.2 0.055
F -2.278 -2.481 3.413 -0.3 0.2 -0.2 0.174
H -5.612 0.213 6.644 0.0 0.1 0.0 0.094
H -7.096 0.721 5.782 0.0 0.2 0.0 0.096
H -6.284 -0.820 5.394 -0.3 0.1 0.0 0.094
H -5.129 1.983 4.976 0.3 -0.1 0.0 0.132
H -5.726 0.972 3.676 0.2 -0.1 -0.1 0.118
O 6.901 -0.484 5.450 0.2 0.0 -0.1 0.124
C 7.093 -1.484 6.075 -0.4 0.1 0.0 -0.486
O 7.923 -2.479 5.665 0.0 0.1 0.1 0.022
C 7.850 -3.583 6.581 0.1 -0.2 0.1 -0.160
C 7.337 -2.991 7.883 -0.1 0.0 0.2 -0.160
C 6.439 -1.863 7.390 0.5 -0.3 0.2 -0.077
H 7.170 -4.332 6.168 0.0 0.0 0.0 0.126
H 8.837 -4.027 6.691 0.0 0.1 -0.2 0.125
H 6.828 -3.717 8.515 0.0 0.0 -0.1 0.116
H 8.169 -2.574 8.454 0.0 0.0 0.0 0.119
H 5.422 -2.207 7.193 0.0 0.1 0.0 0.129
H 6.430 -1.022 8.077 -0.2 0.1 -0.2 0.125
Br 3.200 1.119 -6.723 -0.7 2.2 -2.4 0.284
Al 1.378 2.465 -8.126 1.5 -1.1 -1.2 0.672
C -8.257 -1.906 1.632 0.0 -0.1 0.0 -0.087
C -8.513 -0.486 2.103 0.3 -0.2 0.0 -0.302
O -8.025 -0.302 3.428 -0.2 0.1 0.0 -0.085
H -8.740 -2.622 2.298 -0.1 0.0 0.0 0.079
H -8.637 -2.057 0.619 0.0 0.0 0.0 0.074
H -7.187 -2.130 1.641 0.0 0.0 -0.1 0.064
H -9.581 -0.273 2.113 0.0 0.1 0.1 0.115
H -8.023 0.236 1.441 -0.1 0.0 -0.1 0.109
H -7.078 -0.482 3.415 -0.1 -0.2 0.0 0.025
F -7.026 2.184 7.002 0.1 -0.2 -0.3 -0.273
Br 6.873 0.325 -1.294 2.1 -0.2 0.9 1.079
```
Positions in Å, forces in eV/Å.

Summary:
LUMO energy, eV: -9.090
Net charge: +1
Highest occupied orbital energy, eV: -10.32

# 2
Molecular formula: C11H12N2O2
Method: DFT, wB97M-V/def2-TZVPD

Geometry as XYZ:
```
27
Properties=species:S:1:pos:R:3:forces:R:3:lowdin_charge:R:1
N -0.137 2.497 -2.367 0.9 1.1 -0.7 0.037
C 0.413 1.356 -1.637 -0.1 -1.4 -2.3 -0.297
C -0.761 0.338 -1.526 -0.5 0.7 2.1 -0.103
C -0.622 -0.570 -0.305 -1.7 -1.0 -0.4 -0.165
C -0.599 -1.945 -0.407 1.4 0.9 1.4 -0.037
N -0.536 -2.533 0.888 -0.1 -0.1 -0.9 0.057
C -0.646 -1.510 1.849 -0.4 0.8 -3.9 -0.229
C -0.606 -1.591 3.170 0.1 1.0 3.7 -0.031
C -0.665 -0.386 4.008 0.0 -1.8 -3.3 -0.047
C -0.765 0.806 3.331 -0.8 -1.5 -2.2 -0.103
C -0.945 0.845 1.917 -0.2 4.0 0.4 -0.056
C -0.851 -0.243 1.126 1.7 -2.9 -0.7 -0.120
C 1.688 0.794 -2.356 -0.3 0.7 0.7 -0.481
O 2.766 0.763 -1.821 -0.1 -0.3 -0.2 0.103
O 1.505 0.511 -3.663 0.8 -0.4 -0.5 0.080
H -0.581 2.181 -3.230 -0.1 -0.2 0.3 0.078
H 0.594 3.149 -2.727 -0.6 -0.7 0.8 0.099
H 0.783 1.604 -0.662 -0.1 0.4 0.5 0.133
H -1.088 -0.212 -2.431 0.7 0.4 0.3 0.128
H -1.599 1.020 -1.240 0.3 -0.4 -0.5 0.125
H -0.426 -2.484 -1.347 -0.2 -0.1 0.7 0.125
H -0.214 -3.504 1.053 -0.5 1.3 -0.1 0.159
H -0.477 -2.578 3.586 -0.1 0.0 0.5 0.104
H -0.700 -0.477 5.048 0.3 0.0 1.4 0.075
H -0.813 1.762 3.710 -0.1 1.6 1.7 0.066
H -1.165 1.942 1.510 0.7 -2.6 0.5 0.152
H 2.390 0.285 -4.062 -1.1 0.3 0.7 0.149
```
Positions in Å, forces in eV/Å.

Summary:
LUMO energy, eV: 0.612
SMILES: N[C@@H](Cc1c[nH]c2ccccc12)C(=O)O
ΔE to the lowest compared entry with this formula, charge and spin, kcal per mole: 39.11
Highest occupied orbital energy, eV: -7.83

Which of these has the lowest LUMO energy? C18H29Al2BBr2F14MgN4O10PS2